Entry 1:
The following is a DFT calculation (ωB97M-V with the def2-TZVPD basis set) of a structure of composition C5H26N2O8.

## Properties
Gap between HOMO and LUMO ... 9.767 eV
ΔE to the lowest compared entry with this formula, charge and spin ... 132.1 kcal/mol
HOMO ... -9.4 eV

Geometry as XYZ:
```
41
Properties=species:S:1:pos:R:3:mulliken_charge:R:1
C 2.583 0.919 0.326 -0.369
O 1.693 1.865 0.952 -0.679
C 2.890 -0.224 1.270 -0.671
C 1.896 -1.387 1.369 -0.860
C 0.574 -1.248 0.579 -0.003
N 2.102 -2.991 -1.780 -0.673
C 0.989 -2.650 -1.314 -0.070
N 0.671 -1.312 -0.894 0.218
H 3.486 1.491 0.085 0.393
H 2.187 0.663 -0.652 0.054
H 1.112 2.178 0.243 0.422
H 2.945 0.299 2.223 0.351
H 3.868 -0.630 1.030 0.394
H 2.283 -2.351 1.057 0.592
H 1.611 -1.613 2.393 0.364
H 0.232 -0.260 0.775 -0.900
H -0.197 -1.941 0.835 0.592
H 2.846 -2.301 -1.785 0.253
H 0.171 -3.368 -1.290 0.433
H 1.295 -0.716 -1.398 0.081
H -2.617 0.543 3.236 0.312
H -1.798 1.887 3.432 0.323
O -2.657 1.465 3.492 -0.664
H -0.044 1.797 -2.147 0.275
H -0.678 1.360 -0.821 0.322
O 0.175 1.478 -1.265 -0.513
H -0.977 -1.573 -2.449 0.404
H -1.847 -1.173 -3.649 0.331
O -1.761 -1.828 -2.950 -0.718
H -1.234 0.813 1.144 0.242
H -2.491 1.577 1.449 0.405
O -1.997 1.209 0.701 -0.686
H -2.906 0.914 -2.310 0.370
H -2.811 2.418 -2.156 0.269
O -2.492 1.699 -2.709 -0.889
H 0.772 1.126 2.240 0.442
H 0.451 1.227 3.806 0.279
O 0.171 0.849 2.969 -0.666
H -2.865 -0.241 -1.623 0.363
H -4.032 -0.299 -2.502 0.372
O -3.598 0.330 -1.911 -0.500
```

=====

Entry 2:
The following is a DFT calculation (ωB97M-V with the def2-TZVPD basis set) of a cluster of 8 separate species, C5H26NO7S2 in total.

## Properties
Gap between HOMO and LUMO (alpha / beta) ... 8.448 / 5.817 eV
Expectation value of S² ... 0.753
HOMO (alpha / beta) ... -8.5 / -8.5 eV
Multiplicity ... 2

Geometry as XYZ:
```
41
Properties=species:S:1:pos:R:3:mulliken_charge:R:1
C -0.850 -0.875 0.217 1.291
C -0.954 -2.211 -0.446 -0.660
S -1.895 -3.486 0.654 -0.271
C -0.493 0.235 -0.728 -0.822
N 0.616 -0.400 -1.576 -0.226
C 1.964 -0.147 -1.045 -0.335
C 2.257 -0.988 0.203 0.131
S 3.932 -0.656 1.037 -0.065
H -1.908 -0.505 0.645 -0.318
H 0.129 -0.903 0.908 -0.349
H -1.479 -2.057 -1.343 0.420
H -0.029 -2.658 -0.718 0.326
H -2.639 -2.359 1.038 0.201
H -0.268 1.204 -0.297 -0.148
H -1.167 0.463 -1.518 0.626
H 0.615 0.211 -2.548 0.178
H 1.984 0.953 -0.712 0.110
H 2.592 -0.319 -1.977 0.477
H 2.209 -2.014 -0.168 0.242
H 1.619 -0.765 1.058 -0.551
H 1.136 0.253 2.424 0.261
H 1.342 -0.694 3.661 0.328
O 0.758 -0.076 3.263 -0.557
H 1.431 2.951 1.995 0.302
H 2.147 2.380 0.736 0.351
O 1.544 3.018 1.075 -0.704
H -1.453 2.100 2.206 0.275
H -1.425 0.922 3.155 0.306
O -1.840 1.772 2.944 -0.620
H -1.046 3.404 -0.736 0.279
H -0.036 3.302 0.367 0.397
O -0.942 3.155 0.189 -0.660
H -3.623 -0.358 2.662 0.293
H -3.617 -0.353 1.052 0.331
O -3.519 -0.882 1.829 -0.674
H -1.152 2.161 -4.203 0.284
H -1.058 0.703 -4.518 0.264
O -0.837 1.265 -3.853 -0.587
H 1.261 -2.194 -2.205 0.221
H 2.758 -2.767 -2.133 0.327
O 1.939 -2.786 -2.593 -0.670
```

=====

Entry 3:
The following is a DFT calculation (ωB97M-V with the def2-TZVPD basis set) of a cluster of 8 separate species, C5H26NO9 in total.

## Properties
Gap between HOMO and LUMO (alpha / beta) ... 11.369 / 4.002 eV
Expectation value of S² ... 0.754
ΔE to the lowest compared entry with this formula, charge and spin ... 0.0 kcal/mol
HOMO (alpha / beta) ... -17.5 / -17.5 eV
Multiplicity ... 2
Net charge ... +2

Geometry as XYZ:
```
41
Properties=species:S:1:pos:R:3:mulliken_charge:R:1
O -1.294 -3.109 1.703 -0.440
C -0.636 -2.256 1.200 -0.083
O 0.497 -2.481 0.523 -0.483
C -1.041 -0.772 1.179 0.184
C 0.346 0.039 1.177 0.223
C 0.102 1.483 1.456 -0.437
C 0.103 1.908 2.896 -1.322
N -1.950 -0.416 0.080 0.015
H 0.773 -3.411 0.586 0.442
H -1.546 -0.556 2.118 0.386
H 0.758 -0.055 0.164 -0.245
H 1.122 -0.494 1.729 0.701
H 0.731 2.158 0.820 0.446
H -0.843 1.891 0.983 0.276
H -0.649 1.365 3.499 0.335
H -0.110 2.967 2.899 0.464
H 1.081 1.701 3.415 0.351
H -1.471 -0.145 -0.802 0.030
H -2.410 0.512 0.138 0.516
H -2.630 -1.129 -0.231 0.451
H 0.700 1.095 -2.403 0.338
H 0.993 2.637 -2.189 0.317
O 0.354 1.998 -2.523 -0.637
H 2.645 0.088 -2.452 0.315
H 1.981 -1.039 -1.554 0.243
O 1.849 -0.400 -2.246 -0.617
H 2.694 1.686 1.119 0.329
H 3.733 2.596 0.542 0.338
O 2.957 2.079 0.278 -0.544
H -2.413 2.681 -1.211 0.288
H -0.946 2.100 -1.512 0.366
O -1.653 2.240 -0.816 -0.609
H -1.436 -3.041 -1.931 0.295
H -2.417 -2.332 -2.759 0.303
O -2.128 -2.370 -1.842 -0.605
H -1.048 -0.743 -3.385 0.327
H -1.753 0.406 -3.970 0.298
O -1.818 -0.202 -3.223 -0.621
H 2.479 -2.771 1.390 0.303
H 1.745 -2.980 2.835 0.320
O 2.553 -2.928 2.323 -0.559
```

=====

It is found that the maximum force values, taken in the order of the records, are 14.23, 5.16, 3.05 eV Å⁻¹.
It is found that the energy values, taken in the order of the records, are -24963.3021, -43095.6364, -25504.9333 eV.